ORCA calculation (the ωB97M-V functional and the def2-TZVPD basis) on 2 unconnected molecules or ions with the total composition C12H25N2 in a non-equilibrium geometry.

Highest occupied orbital energy   -12.44 eV
Strongest force on any atom   0.112 Eh/bohr
M   197.3 u
Relative energy (zero: lowest compared OMol25 entry of this formula, charge and spin)   406.0 kJ/mol
Net charge   +1
Frontier orbital gap   9.7 eV
Energy   -15819.017 eV

```
39
Properties=species:S:1:pos:R:3:forces:R:3:mulliken_charge:R:1
C -0.250031 -0.448776 -2.414564 -0.02 1.63 -1.82 -0.9770
C -1.348414 -0.132880 -1.430261 -0.34 -1.60 -0.82 -0.1738
C 0.551581 1.341997 1.883194 0.05 -1.47 2.07 -0.0485
C 0.318524 2.263130 0.984114 -0.13 2.02 -2.64 0.7101
C 0.799803 -0.571299 -0.359218 1.20 -0.10 -1.08 -1.1266
C 1.759462 0.411042 1.985068 1.74 5.47 0.30 -1.3254
C 1.243942 2.557889 -0.214384 -2.11 -0.58 0.16 -1.3488
C -0.979811 3.056484 0.867922 -1.00 -2.87 0.11 -1.0872
C -1.503054 -3.014470 -0.481422 4.29 -0.64 0.36 -1.4261
C -2.187470 -1.633312 1.432294 -0.03 0.89 1.28 -1.3393
C 2.220691 -0.498490 -2.275373 2.83 -0.97 -1.56 -0.8848
C -1.086623 -1.806571 0.411499 3.27 -3.22 3.37 0.4796
N 0.968324 -0.425039 -1.641412 -1.73 -0.99 1.43 0.4191
N -0.651921 -0.531734 -0.168186 -1.44 0.65 -0.90 0.8958
H -0.373081 -1.352302 -2.931941 -0.17 -1.96 -0.10 0.4764
H -0.127450 0.178260 -3.300189 -0.32 0.88 0.40 0.5015
H -1.526463 0.926478 -1.300738 -0.64 0.06 -0.55 0.2362
H -2.233414 -0.841441 -1.614878 0.99 1.73 0.38 0.2609
H -0.213272 1.192662 2.710122 0.82 0.24 -1.03 0.3752
H 2.411792 0.755246 2.832229 -0.48 0.01 -0.57 0.3576
H 2.369402 0.426111 1.081104 -0.19 -0.36 0.50 0.3169
H 1.440965 -0.475223 2.288155 -1.18 -4.27 0.72 0.4132
H 2.109565 1.985499 -0.112792 1.75 -0.39 -0.13 0.2920
H 1.387676 3.588624 -0.462386 0.49 0.83 0.67 0.4996
H 0.743482 2.251588 -1.147755 -0.08 -0.37 0.20 0.1788
H -0.912242 4.042138 1.295763 -0.13 0.41 -0.13 0.3675
H -1.732489 2.400295 1.460328 0.66 1.58 -0.91 0.2723
H -1.277422 3.039789 -0.238536 0.18 0.49 1.60 0.2665
H -0.736823 -3.096268 -1.316880 -1.24 0.05 0.54 0.3159
H -1.337813 -4.031962 0.084342 -0.67 2.27 -0.78 0.3799
H -2.474201 -2.865247 -0.798639 -2.05 -0.24 -0.97 0.4656
H -2.419913 -2.599829 1.903653 -0.18 0.28 -0.56 0.4045
H -2.988454 -1.261359 0.795971 -0.83 -0.13 0.51 0.4062
H -2.084061 -0.931216 2.332185 0.43 -0.62 -1.56 0.2667
H 3.014135 -0.383243 -1.451370 -1.03 -0.09 -1.67 0.3289
H 2.388991 -1.504269 -2.869766 -0.48 1.64 1.52 0.3187
H 2.269456 0.255513 -3.112985 0.20 -0.35 1.22 0.3185
H -0.008825 -2.163705 0.874863 -2.77 0.73 -0.56 0.3177
H -0.824441 0.291573 0.426796 0.34 -0.63 0.98 -0.1043
```
Forces are in eV/Å.